Below is a 2-piece molecular cluster, C2H5BrOS overall in a non-equilibrium geometry, with properties calculated with ωB97M-V/def2-TZVPD.

Atoms and positions in Å:
C1 0.110387 1.474378 0.235483
C2 1.002826 0.453005 -0.422303
O1 1.219608 0.217685 -1.560684
Br1 2.072317 -0.555027 0.940612
H1 0.601707 1.853550 1.115986
H2 -0.165008 2.297586 -0.504622
H3 -0.839303 0.867514 0.553542
S1 -1.588758 -2.643676 0.264719
H4 -1.302662 -2.582434 -1.064840
H5 -1.111115 -1.382578 0.442110

Forces on atoms 1 to 2 (eV/Å):
C -1.87 -0.66 -0.96
C 0.94 0.06 -0.31

For the HOMO energy, the calculation gives -0.3610 hartree. As for the total energy: -3126.6323 hartree. As for the max |F|: 2.20 eV/Å. The LUMO energy is 0.0208 hartree. The frontier orbital gap comes out at 10.39 eV. Its SMILES is CC(=O)Br.S.